No. 1
This record from the Open Molecules 2025 dataset describes a structure of composition C32H47GeN4NiO2 at a distorted geometry. The level of theory is ωB97M-V/def2-TZVPD.

Computed properties:
LUMO energy = -9.23 eV
total charge = +3
electronic energy = -141538.144 eV

XYZ file:
```
87
Properties=species:S:1:pos:R:3:lowdin_charge:R:1
Ni -1.034 -0.715 0.638 0.50
C -2.085 -4.316 -5.288 -0.01
C -1.737 -3.323 -4.211 -0.22
C -1.213 -2.077 -4.486 0.06
C -0.863 -1.152 -3.480 -0.10
C -0.426 0.123 -3.933 0.04
N -0.021 1.116 -3.207 0.09
C 0.408 2.416 -3.760 -0.12
C 0.044 3.572 -2.841 -0.13
C -1.443 3.678 -2.467 -0.11
N -1.674 3.111 -1.133 0.08
C -2.105 3.755 -0.099 0.05
C -2.182 3.210 1.219 -0.10
C -2.694 4.041 2.231 0.06
C -2.782 3.653 3.555 -0.22
C -3.311 4.573 4.626 -0.01
C -2.332 2.373 3.842 0.07
C -1.833 1.498 2.866 -0.11
C -1.401 0.197 3.281 -0.01
N -1.009 -0.750 2.509 -0.06
C -0.553 -2.017 3.112 -0.18
C -1.569 -3.142 2.943 -0.13
C -2.532 -2.901 1.800 -0.16
N -1.868 -2.418 0.576 0.00
C -2.033 -3.095 -0.499 -0.02
C -1.624 -2.719 -1.829 -0.11
C -1.956 -3.599 -2.867 0.07
C -1.030 -1.479 -2.111 -0.24
O -0.657 -0.627 -1.175 -0.16
C -1.740 1.899 1.527 -0.22
O -1.265 1.124 0.571 -0.13
H -2.067 -3.856 -6.273 0.09
H -3.079 -4.734 -5.128 0.10
H -1.375 -5.144 -5.291 0.10
H -1.060 -1.787 -5.520 0.14
H -0.432 0.299 -5.006 0.16
H 0.051 0.933 -2.207 0.11
H -0.055 2.524 -4.740 0.14
H 1.489 2.396 -3.903 0.14
H 0.359 4.489 -3.338 0.14
H 0.640 3.511 -1.926 0.12
H -2.080 3.144 -3.173 0.14
H -1.766 4.716 -2.455 0.14
H -1.403 2.144 -0.939 0.12
H -2.411 4.786 -0.254 0.16
H -3.034 5.034 1.952 0.14
H -4.041 5.271 4.219 0.09
H -2.503 5.157 5.068 0.10
H -3.790 4.011 5.425 0.09
H -2.371 2.026 4.871 0.14
H -1.381 0.005 4.354 0.16
H -0.317 -1.855 4.163 0.14
H 0.381 -2.288 2.623 0.07
H -2.164 -3.271 3.847 0.13
H -1.026 -4.075 2.791 0.13
H -3.271 -2.145 2.067 0.13
H -3.076 -3.822 1.587 0.13
H -2.595 -4.026 -0.425 0.15
H -2.422 -4.544 -2.601 0.15
C 4.409 -2.151 1.782 -0.10
C 4.202 -3.245 0.744 -0.24
C 3.346 -2.815 -0.440 -0.24
C 1.865 -2.517 -0.069 -0.29
Ge 1.669 -0.733 0.598 1.14
C 2.162 0.746 -0.513 -0.31
C 3.617 1.214 -0.228 -0.25
C 3.714 2.348 0.788 -0.25
C 3.284 1.980 2.203 -0.11
H 5.039 -2.490 2.604 0.10
H 3.467 -1.833 2.248 0.03
H 4.899 -1.276 1.347 0.07
H 3.754 -4.126 1.211 0.12
H 5.172 -3.563 0.361 0.12
H 3.322 -3.612 -1.186 0.12
H 3.805 -1.954 -0.938 0.11
H 1.493 -3.230 0.669 0.08
H 1.232 -2.586 -0.955 0.06
H 1.676 -0.491 2.099 0.00
H 1.459 1.570 -0.361 0.06
H 2.061 0.378 -1.535 0.07
H 4.039 1.545 -1.178 0.12
H 4.245 0.377 0.092 0.08
H 3.118 3.195 0.432 0.11
H 4.749 2.691 0.801 0.12
H 2.210 1.781 2.266 0.04
H 3.491 2.793 2.897 0.09
H 3.821 1.099 2.567 0.08
```

***

No. 2
This record from the Open Molecules 2025 dataset describes a structure of composition C24H18Cl2NO3PSe2W. The level of theory is ωB97M-V/def2-TZVPD.

Computed properties:
LUMO energy (spin up / spin down) = -3.88 / -3.94 eV
total charge = +1
electronic energy = -199660.088 eV
multiplicity = 2
ΔE to the lowest compared entry with this formula, charge and spin = 2.301 eV

XYZ file:
```
52
Properties=species:S:1:pos:R:3:mulliken_spin:R:1
W 0.114 -0.645 0.725 1.14
Se -0.510 -2.554 1.750 -0.19
P -2.148 -0.249 -0.127 0.06
Se -1.565 1.120 1.468 0.00
C -3.520 -1.326 0.346 0.01
C -3.906 -1.450 1.676 0.00
C -4.918 -2.333 2.018 0.00
C -5.538 -3.094 1.036 0.00
C -5.151 -2.970 -0.291 0.00
C -4.146 -2.083 -0.643 -0.01
C -2.620 0.480 -1.700 -0.03
C -3.830 1.176 -1.759 0.00
C -4.243 1.728 -2.958 0.00
C -3.461 1.576 -4.098 0.00
C -2.266 0.877 -4.042 0.01
C -1.836 0.330 -2.840 0.01
H -3.415 -0.859 2.440 0.00
H -5.223 -2.426 3.051 0.00
H -6.328 -3.783 1.304 0.00
H -5.636 -3.561 -1.056 0.00
H -3.854 -1.982 -1.681 0.00
H -4.446 1.283 -0.875 0.00
H -5.176 2.273 -3.008 0.00
H -3.791 2.001 -5.037 0.00
H -1.667 0.752 -4.934 0.00
H -0.904 -0.215 -2.785 -0.02
Cl 4.876 5.068 0.853 0.00
C 3.860 3.689 1.078 0.01
C 3.938 2.974 2.279 0.00
C 3.142 1.874 2.487 0.00
Cl 3.249 0.995 3.967 0.00
C 2.219 1.435 1.512 -0.01
O 1.488 0.385 1.771 -0.01
C 2.168 2.163 0.297 0.02
C 1.322 1.798 -0.804 0.00
O 0.540 0.843 -0.877 -0.02
C 2.992 3.291 0.101 0.00
H 4.628 3.290 3.049 0.00
H 1.393 2.442 -1.689 0.00
H 2.932 3.840 -0.830 0.00
O 1.827 -1.326 -0.260 0.01
N 3.049 -1.424 0.281 0.01
C 4.076 -1.057 -0.508 0.00
C 5.365 -1.140 -0.043 0.00
C 5.597 -1.604 1.247 0.00
C 4.520 -1.981 2.029 0.00
C 3.239 -1.885 1.525 0.01
H 3.787 -0.717 -1.490 0.00
H 6.175 -0.842 -0.692 0.00
H 6.605 -1.671 1.631 0.00
H 4.651 -2.347 3.036 0.00
H 2.348 -2.155 2.070 -0.01
```

***

No. 3
This record from the Open Molecules 2025 dataset describes a structure of composition C13H22IrN4SSi. The level of theory is ωB97M-V/def2-TZVPD.

Computed properties:
LUMO energy = -4.13 eV
total charge = +1
electronic energy = -41346.089 eV

XYZ file:
```
42
Properties=species:S:1:pos:R:3:nbo_charge:R:1
Ir -0.226 -0.291 -1.106 0.45
C 4.811 2.360 -1.666 -0.62
C 4.573 1.445 -0.475 -0.22
N 3.312 1.719 0.206 -0.55
C 2.123 1.214 -0.117 0.32
S 2.028 0.005 -1.382 -0.15
N 1.089 1.681 0.569 -0.44
N -0.097 1.138 0.203 -0.13
C -1.207 1.618 0.675 0.23
C -1.256 2.766 1.621 -0.68
C -2.430 0.949 0.212 0.16
C -3.696 1.323 0.625 -0.20
C -4.798 0.625 0.149 -0.13
C -4.604 -0.426 -0.727 -0.23
C -3.311 -0.742 -1.109 0.07
N -2.251 -0.075 -0.659 -0.46
H 5.778 2.142 -2.118 0.23
H 4.808 3.407 -1.361 0.21
H 4.040 2.218 -2.423 0.22
H 5.365 1.556 0.266 0.22
H 4.570 0.399 -0.782 0.22
H 3.290 2.455 0.897 0.42
H -0.258 3.010 1.967 0.27
H -1.886 2.524 2.478 0.24
H -1.682 3.643 1.129 0.25
H -3.819 2.149 1.308 0.24
H -5.795 0.905 0.462 0.24
H -5.432 -0.997 -1.121 0.25
H -3.114 -1.545 -1.805 0.22
C -1.097 -2.288 1.617 -1.15
Si 0.003 -2.267 0.113 1.55
C 1.722 -2.806 0.571 -1.15
C -0.624 -3.327 -1.317 -1.16
H -1.132 -3.289 2.054 0.26
H -2.121 -1.983 1.393 0.24
H -0.696 -1.612 2.375 0.25
H 1.672 -3.816 0.991 0.25
H 2.158 -2.152 1.328 0.25
H 2.392 -2.825 -0.287 0.26
H -0.536 -4.354 -0.943 0.28
H -0.001 -3.275 -2.213 0.26
H -1.665 -3.179 -1.599 0.23
```